The following is a DFT calculation (the ωB97M-V functional and the def2-TZVPD basis) of a 14-piece molecular cluster, C32H61Cl27O3 overall.

Computed properties:
highest occupied orbital energy	-0.35883	Eh
HOMO-LUMO gap	9.86	eV
max |F|	0.9	eV/A
LUMO energy	0.093	eV
spin multiplicity	1

Last column: Mulliken charge in e.
Geometry (Å):
C: -0.67910 1.56966 3.34970  0.10
C: 0.14752 0.72248 3.17261  -0.61
C: 1.04339 -0.34055 2.78968  -1.19
C: 0.44964 -1.20945 1.66883  2.79
C: 1.27325 -1.27164 0.39949  -1.19
O: 2.13360 -0.14886 0.24385  0.04
C: 1.90418 0.65723 -0.84268  -0.16
Cl: 2.85272 -0.01261 -2.26374  -0.18
C: 2.33878 2.08168 -0.52886  -1.32
C: 2.03269 2.43688 0.91549  0.77
C: 2.00537 3.94248 1.13924  -0.94
O: 2.57833 4.35544 2.35397  -0.47
C: 1.89097 3.86031 3.47121  -0.62
O: 0.26488 -2.54580 2.07096  -0.57
C: -0.87108 -2.72252 2.90053  -0.50
C: -2.02467 -3.35044 2.16143  -1.20
C: -2.76996 -2.38956 1.24700  0.09
C: -3.64062 -1.39897 2.01630  -0.35
C: -3.64365 -0.01754 1.35910  0.03
C: -4.76790 0.14631 0.33864  0.13
C: -5.23742 1.58834 0.13113  -1.15
C: -4.12762 2.63628 0.19094  0.25
C: -4.09357 3.43388 1.50111  -1.21
H: -1.28576 2.40383 3.54820  0.59
H: 2.02437 0.04357 2.55822  0.16
H: 1.16132 -0.98158 3.65348  0.57
H: -0.52044 -0.79850 1.42254  -0.99
H: 1.87316 -2.17183 0.43376  0.27
H: 0.62274 -1.36969 -0.45221  -0.01
H: 0.87067 0.67057 -1.14982  0.59
H: 3.37064 2.24457 -0.79280  0.37
H: 1.71984 2.72336 -1.14241  0.20
H: 2.75844 1.97810 1.57238  0.27
H: 1.06125 2.03494 1.16605  -0.22
H: 2.51988 4.46818 0.34940  0.40
H: 0.97590 4.29205 1.12230  0.44
H: 0.82447 4.04691 3.39738  0.23
H: 2.25651 4.37635 4.34373  0.31
H: 2.04401 2.79759 3.62359  0.22
H: -1.19314 -1.78265 3.33673  0.22
H: -0.58511 -3.35889 3.72593  0.42
H: -2.72876 -3.67355 2.92093  0.39
H: -1.72107 -4.23721 1.62405  0.45
H: -3.41214 -3.00968 0.63557  0.55
H: -2.09783 -1.88608 0.56645  -0.44
H: -3.30897 -1.33246 3.04492  0.60
H: -4.63274 -1.81167 2.02204  -0.25
H: -2.71478 0.05747 0.81276  0.04
H: -3.65184 0.77228 2.09588  0.11
H: -5.61880 -0.44776 0.63721  0.12
H: -4.44567 -0.23098 -0.62160  -0.08
H: -6.03072 1.83650 0.82095  0.43
H: -5.68576 1.64005 -0.85203  0.40
H: -4.28176 3.33908 -0.61393  -0.05
H: -3.16155 2.18567 0.02156  0.21
H: -4.65196 2.92187 2.26792  0.37
H: -4.52195 4.41331 1.37416  0.43
H: -3.07679 3.55813 1.84770  0.09
C: -7.11430 -3.69697 2.57332  0.39
Cl: -5.86674 -4.50909 1.61667  -0.16
Cl: -8.05657 -2.54616 1.61808  -0.18
H: -7.78010 -4.45629 2.96811  -0.44
H: -6.62600 -3.15702 3.37622  0.35
C: 5.52076 -1.37552 -0.22226  1.16
Cl: 6.25184 0.00257 0.61958  -0.13
Cl: 6.15208 -2.91192 0.38842  -0.19
H: 4.44733 -1.36162 -0.08801  -0.77
H: 5.77696 -1.28960 -1.26744  -0.08
C: 4.03842 1.60207 -5.45950  0.32
Cl: 4.92168 0.38574 -6.38431  -0.13
Cl: 4.86527 3.16958 -5.43424  -0.19
H: 3.06336 1.73289 -5.91161  0.30
H: 3.93331 1.26450 -4.43793  -0.29
C: 8.90526 -0.11250 -2.23163  -0.07
Cl: 9.89023 -1.33549 -3.05166  -0.15
Cl: 7.26552 -0.03784 -2.88580  -0.13
H: 8.84823 -0.36287 -1.17878  0.24
H: 9.37186 0.85672 -2.37103  0.11
C: 8.60300 -3.26589 -6.01763  0.03
Cl: 9.53877 -4.06684 -7.28860  -0.17
Cl: 7.64890 -1.92034 -6.65053  -0.11
H: 7.92719 -3.98858 -5.57898  0.28
H: 9.28844 -2.88988 -5.27055  -0.03
C: 12.58222 1.76580 -4.02097  -0.24
Cl: 11.66612 1.68173 -2.50919  -0.14
Cl: 14.29242 2.10435 -3.74576  -0.15
H: 12.49341 0.80994 -4.52162  0.24
H: 12.16519 2.55930 -4.62696  0.29
C: 7.13112 3.49020 1.02821  0.29
Cl: 8.41887 2.36908 1.48168  -0.16
Cl: 7.70053 4.76340 -0.05798  -0.17
H: 6.35897 2.92739 0.51835  -0.25
H: 6.73888 3.94909 1.91817  0.30
C: -5.32893 -7.42398 4.43487  -0.28
Cl: -4.03724 -6.94009 3.32998  -0.13
Cl: -6.32438 -6.06465 4.97432  -0.11
H: -5.97221 -8.12770 3.92132  0.20
H: -4.88142 -7.88050 5.30791  0.33
C: -1.79321 -1.43810 -3.33443  -0.51
Cl: -2.80480 -1.62149 -1.89474  -0.04
Cl: -0.12127 -1.03595 -2.91565  -0.07
H: -1.79532 -2.37274 -3.88007  0.33
H: -2.19806 -0.63719 -3.93948  0.30
C: 2.04049 5.27484 -5.01624  -0.31
Cl: 1.25751 4.04508 -4.00599  -0.09
Cl: 0.95589 6.62104 -5.38718  -0.15
H: 2.90090 5.65579 -4.48246  0.30
H: 2.34630 4.80839 -5.94281  0.27
C: -11.40761 -0.88341 3.61597  -0.30
Cl: -9.98496 -1.66762 4.30924  -0.11
Cl: -10.98320 0.54487 2.66580  -0.15
H: -11.90358 -1.59218 2.96530  0.24
H: -12.06038 -0.57874 4.42339  0.32
C: -9.92421 -6.99233 3.24263  -0.28
Cl: -9.66760 -5.48418 4.13033  -0.10
Cl: -9.22721 -8.39063 4.07089  -0.15
H: -10.98978 -7.14937 3.14048  0.32
H: -9.45452 -6.90010 2.27118  0.23
C: -2.38539 5.04279 -4.59825  0.14
Cl: -3.47428 4.92974 -3.20760  -0.16
Cl: -2.67845 6.48480 -5.57201  -0.17
H: -1.36754 5.08187 -4.23443  -0.11
H: -2.53783 4.17188 -5.22269  0.28